Here is a structure of composition C38H27AuN2S3SbSe4 in a non-equilibrium geometry from OMol25. Energies are from ωB97M-V with the def2-TZVPD basis set.

**HOMO-LUMO gap (spin up / spin down)**: 0.2420 / 0.1944 Ha
**2S+1**: 3
**Energy**: -346938.92653 eV
**E_LUMO (spin up / spin down)**: -0.1188 / -0.1831 Ha
**E_HOMO (spin up / spin down)**: -9.82 / -10.27 eV
**Expectation value of S²**: 2.013
**Energy relative to the best compared isomer or geometry (same formula, charge and spin)**: 0.453 eV
**Net charge**: +1

```
76
Properties=species:S:1:pos:R:3:mulliken_charge:R:1
Au -2.4397 1.3005 -1.3386 1.128
S -4.5818 -3.7094 3.3630 -0.082
C -5.5907 -2.9651 4.5069 -0.335
C -5.9029 -1.7015 4.1560 -0.724
C -5.4124 -1.3519 2.8782 -0.691
C -4.7202 -2.3797 2.3075 0.268
C -3.9910 -2.2658 1.0430 0.776
C -3.8053 -0.9996 0.4377 -0.324
N -3.1014 -0.7869 -0.6381 -0.841
C -2.3874 -1.7966 -1.2003 0.060
C -2.5081 -3.0595 -0.6579 1.879
C -1.7153 -4.0984 -1.1920 -1.246
C -0.7529 -3.8471 -2.0838 -1.136
C -0.4747 -2.5317 -2.6099 1.468
C 0.5747 -2.2279 -3.4285 -0.402
C 0.7317 -0.9219 -3.8353 1.036
C -0.1970 0.0114 -3.4106 -0.886
N -1.2161 -0.2560 -2.6184 -0.662
C -1.4112 -1.4946 -2.2435 -0.490
C 1.8848 -0.4120 -4.5169 0.213
C 2.4475 0.8416 -4.4186 -0.724
C 3.6231 1.0745 -5.1435 -0.716
C 3.9441 -0.0253 -5.9305 -0.349
S 2.9023 -1.3200 -5.5873 -0.159
C -3.3667 -3.3260 0.4389 -0.954
H -5.9267 -3.5396 5.3997 0.414
H -6.4733 -1.0627 4.7771 0.461
H -5.6784 -0.4626 2.3777 0.564
H -4.2823 -0.1113 0.8054 -0.077
H -1.8987 -5.1001 -0.7905 0.416
H -0.1234 -4.6857 -2.4076 0.373
H 1.3295 -3.0471 -3.6721 0.304
H -0.0661 0.9997 -3.7397 0.782
H 1.9417 1.6600 -3.8973 0.367
H 4.1423 1.9829 -5.0263 0.481
H 4.8449 -0.2169 -6.5021 0.422
H -3.5025 -4.3529 0.7984 0.479
Se -2.6071 3.0765 -3.1396 -0.263
Se -2.3207 5.0297 -2.0304 0.115
Se -3.2038 4.6277 0.0847 0.000
Se -4.1524 2.5805 -0.0913 -0.196
S 0.1908 2.5074 -1.1696 -0.367
Sb 1.3266 1.6912 0.5331 1.685
C 0.3103 0.0860 1.4631 0.045
C -0.5452 0.3148 2.4956 -0.255
C -1.2312 -0.7712 3.0974 -0.704
C -1.0725 -2.0516 2.6470 -0.553
C -0.2255 -2.2949 1.5772 -0.597
C 0.4808 -1.2159 0.9791 -0.839
C 1.5884 3.1987 2.0155 0.256
C 0.4428 3.9350 2.4483 -0.262
C 0.6087 5.1432 3.1513 -0.858
C 1.8597 5.6364 3.2933 -0.305
C 3.0027 4.9472 2.9571 -0.741
C 2.8635 3.6828 2.3317 -0.202
C 3.2909 0.7768 0.1058 0.407
C 3.7669 0.8917 -1.2060 -0.541
C 4.7883 0.0391 -1.6929 -0.383
C 5.4598 -0.8298 -0.7861 -0.594
C 4.9769 -0.8845 0.5121 -0.587
C 3.9251 -0.0800 0.9546 -0.424
H -0.6802 1.2885 2.9488 0.366
H -1.9683 -0.5525 3.8075 0.534
H -1.4731 -2.8728 3.2150 0.503
H -0.0397 -3.3074 1.1401 0.430
H 1.1124 -1.3813 0.1483 0.661
H -0.5541 3.8053 2.1073 0.290
H -0.2736 5.7765 3.4193 0.319
H 2.0787 6.5753 3.7996 0.328
H 3.9554 5.3842 3.1088 0.443
H 3.7847 3.1590 2.0218 0.358
H 3.2676 1.4939 -1.9503 0.218
H 5.1142 0.1633 -2.7109 0.454
H 6.3296 -1.4760 -1.0700 0.354
H 5.4260 -1.6374 1.1216 0.403
H 3.5561 -0.2704 1.9619 0.410
```